DFT (wB97M-V/def2-TZVPD) results for 4 unconnected molecules or ions with the total composition C14H36O5Si.

## Properties
* structure (SMILES): CCC(=O)OCC[SiH3].CC(C)O.CC(C)O.CC(C)O
* spin multiplicity: 1
* LUMO: 0.638 eV

```
56
Properties=species:S:1:pos:R:3:forces:R:3
C 3.565 -0.227 2.049 -0.57 0.36 -0.69
C 2.456 0.271 0.986 -0.24 -0.49 -0.07
C 0.960 -0.114 1.441 0.91 0.35 1.67
O 0.779 -0.375 2.636 -0.28 0.27 -3.31
O -0.047 -0.079 0.443 1.80 -1.06 1.73
C -1.045 -1.111 0.644 -2.25 -0.58 0.22
C -2.155 -0.719 1.746 0.46 -0.79 -0.69
Si -2.831 1.078 1.501 -0.07 -1.25 0.61
H 4.547 -0.249 1.461 -1.23 -0.02 1.07
H 3.645 0.478 2.933 -0.09 -0.94 -1.10
H 3.297 -1.267 2.419 0.45 1.35 -0.49
H 2.716 -0.240 0.005 -0.66 0.77 1.00
H 2.508 1.399 0.829 -0.11 -1.44 0.18
H -1.615 -1.211 -0.342 1.05 0.35 1.17
H -0.604 -2.143 0.847 -0.15 1.53 -0.08
H -1.751 -0.846 2.797 -0.49 0.11 -1.28
H -3.033 -1.439 1.587 1.22 0.90 0.31
H -4.284 0.992 1.778 0.06 0.19 0.06
H -2.686 1.553 0.123 0.21 0.11 -0.22
H -2.165 1.935 2.499 0.02 0.26 -0.14
C 2.654 3.215 -3.558 0.18 0.09 -0.23
C 2.620 1.728 -3.245 -0.36 0.45 0.41
C 1.382 1.357 -2.446 -0.08 -0.28 -0.04
O 3.788 1.373 -2.502 0.30 -0.36 -0.11
H 2.679 3.807 -2.637 -0.13 -0.08 0.01
H 3.555 3.469 -4.122 -0.09 -0.06 -0.02
H 1.780 3.515 -4.141 0.05 0.01 0.06
H 2.641 1.156 -4.176 0.21 -0.06 0.14
H 1.359 1.881 -1.485 0.00 0.11 -0.10
H 1.377 0.288 -2.218 -0.04 0.06 -0.09
H 0.470 1.602 -2.995 0.03 -0.01 0.07
H 3.779 1.873 -1.677 -0.02 -0.06 -0.11
C -8.456 0.710 1.795 0.07 -0.03 -0.30
C -7.563 0.099 2.863 -0.52 0.44 0.25
C -8.381 -0.440 4.026 0.08 -0.26 0.14
O -6.650 1.085 3.340 0.29 -0.10 -0.05
H -9.028 1.552 2.199 -0.03 -0.12 0.09
H -7.855 1.103 0.971 -0.01 -0.10 0.05
H -9.157 -0.027 1.396 0.00 0.07 0.02
H -6.968 -0.708 2.427 0.14 0.17 0.08
H -8.950 0.362 4.507 -0.04 0.00 -0.14
H -7.726 -0.866 4.791 -0.02 -0.02 -0.11
H -9.079 -1.212 3.694 0.00 0.05 0.05
H -7.165 1.804 3.728 0.04 -0.11 -0.06
C 4.727 -2.818 -1.601 -0.16 -0.27 0.05
C 5.425 -2.449 -2.901 -0.05 0.56 0.41
C 6.790 -1.831 -2.639 0.25 -0.06 -0.14
O 4.618 -1.526 -3.627 -0.07 -0.14 -0.18
H 4.562 -1.930 -0.981 0.15 0.02 -0.03
H 3.743 -3.250 -1.803 0.10 -0.02 -0.03
H 5.314 -3.540 -1.028 -0.05 0.05 0.02
H 5.538 -3.340 -3.523 -0.11 0.13 -0.08
H 6.696 -0.911 -2.055 -0.08 -0.10 0.06
H 7.275 -1.561 -3.581 -0.05 -0.09 0.05
H 7.440 -2.524 -2.098 -0.01 0.06 -0.01
H 4.512 -0.731 -3.083 -0.01 0.03 -0.08
```
Forces are in eV/Å.

These are the Mulliken partial charges, in e, on atoms 1 to 6: C -1.140; C 0.317; C 0.281; O -0.552; O -0.106; C -0.546

***

DFT (wB97M-V/def2-TZVPD) results for a molecular structure, C14H37F6GeNO4PPdS2Si3.

## Properties
* spin multiplicity: 4
* LUMO (alpha / beta): 0.382 / -4.206 eV

```
70
Properties=species:S:1:pos:R:3:forces:R:3
Pd 0.000 0.000 0.000 -5.30 -6.20 2.63
F 4.134 2.026 -0.241 -0.25 -1.13 -0.88
C 4.038 1.024 -1.160 3.03 0.95 0.03
F 4.918 0.060 -0.771 -1.33 0.58 -0.31
F 4.523 1.538 -2.327 -0.96 -0.71 0.99
S 2.327 0.402 -1.343 1.68 -3.60 -2.74
O 1.910 0.004 0.000 5.24 1.18 -0.47
O 2.444 -0.730 -2.273 -0.23 2.58 1.39
N 1.676 1.682 -2.014 -1.10 -0.35 1.20
S 0.663 2.536 -1.144 -1.82 2.98 -2.70
O -0.261 3.310 -1.984 2.28 -1.31 1.19
O 0.004 1.910 0.000 1.07 4.22 -0.68
C 1.799 3.781 -0.438 2.15 2.63 0.97
F 1.185 4.975 -0.191 0.16 -1.39 -0.41
F 2.837 4.061 -1.282 -1.44 -0.48 0.57
F 2.356 3.390 0.742 -0.20 0.04 -1.56
C -1.638 -1.738 5.040 0.31 0.33 0.42
Si -1.489 -1.672 3.181 -1.89 -1.76 0.75
C -3.176 -1.365 2.444 1.20 -0.74 1.18
C -0.917 -3.336 2.560 0.63 -0.08 -0.39
Ge 0.000 0.000 2.534 1.48 0.55 -1.28
Si 2.192 -0.454 3.181 0.79 -0.57 0.18
C 2.770 -2.068 2.443 0.02 -0.29 -0.20
C 2.324 -0.550 5.040 0.05 -0.02 0.40
C 3.347 0.873 2.560 -0.01 0.45 -0.28
Si -0.703 2.126 3.182 -1.08 1.11 0.66
C -0.686 2.287 5.040 0.03 -0.05 0.38
C -2.430 2.462 2.560 -0.30 -0.04 -0.16
C 0.406 3.433 2.444 0.25 -0.09 -0.20
H -2.348 -2.542 5.322 0.32 0.35 -0.16
H -2.014 -0.768 5.418 0.21 -0.55 0.01
H -0.646 -1.953 5.486 -0.58 0.15 -0.02
H -3.855 -2.194 2.730 0.33 0.28 -0.04
H -3.096 -1.319 1.339 0.78 -1.33 2.39
H -3.593 -0.417 2.829 0.17 -0.50 -0.31
H -1.666 -4.105 2.837 0.26 0.46 -0.01
H 0.049 -3.599 3.026 -0.38 -0.07 -0.36
H -0.811 -3.304 1.456 0.08 -0.11 0.63
H 2.158 -2.903 2.828 0.34 0.20 -0.29
H 3.827 -2.242 2.730 -0.50 0.03 -0.17
H 2.690 -2.021 1.338 0.04 -0.20 0.61
H 1.672 -1.361 5.418 0.36 0.44 0.01
H 2.015 0.416 5.486 0.16 -0.55 -0.02
H 3.376 -0.763 5.322 -0.53 0.10 0.01
H 3.266 0.950 1.456 0.16 0.08 1.12
H 4.388 0.609 2.837 -0.51 0.12 -0.12
H 3.092 1.842 3.026 0.27 -0.26 -0.30
H -1.367 1.536 5.486 0.40 0.41 -0.04
H -1.027 3.304 5.323 0.18 -0.49 -0.03
H 0.343 2.128 5.418 -0.58 0.08 0.00
H -3.142 1.757 3.026 0.14 0.35 -0.30
H -2.456 2.354 1.456 -0.13 0.14 0.66
H -2.722 3.496 2.837 0.10 -0.49 -0.19
H 1.435 3.320 2.829 -0.48 0.22 -0.26
H 0.028 4.435 2.730 0.06 -0.53 -0.02
H 0.406 3.340 1.339 -0.30 0.31 1.70
C -4.145 0.013 0.520 -1.93 0.63 -0.96
P -2.386 0.000 0.000 0.03 0.56 -1.95
C -2.402 1.375 -1.213 -0.59 0.03 -0.32
C -2.402 -1.434 -1.143 -0.53 -0.25 -0.41
H -4.822 -0.008 -0.339 0.16 0.27 -0.20
H -4.363 0.912 1.103 0.04 -0.05 -0.07
H -4.363 -0.857 1.147 -1.21 1.24 -1.37
H -3.202 1.258 -1.950 -0.01 -0.04 0.09
H -1.449 1.421 -1.750 -0.70 -0.17 0.02
H -2.547 2.332 -0.703 0.10 -0.08 -0.14
H -3.202 -1.354 -1.885 -0.15 0.06 0.10
H -2.547 -2.364 -0.586 0.13 0.01 -0.02
H -1.449 -1.506 -1.677 -0.22 0.02 0.22
H 0.000 -1.692 0.000 0.05 0.31 -0.16
```
Forces are in eV/Å.

These are the Mulliken partial charges, in e, on atoms 1 to 6: Pd -0.982; F -0.169; C 0.483; F -0.230; F -0.238; S 1.352

***

DFT (wB97M-V/def2-TZVPD) results for 4 unconnected molecules or ions with the total composition C14H37NO10PS3.

## Properties
* charge: -1
* spin multiplicity: 1
* LUMO: 1.889 eV

```
66
Properties=species:S:1:pos:R:3:forces:R:3
C 4.204 -1.549 -0.299 -0.51 -0.03 0.34
C 3.521 -2.687 0.443 0.41 0.33 0.69
O 3.107 -2.191 1.746 0.30 0.52 -0.10
C 4.437 -3.889 0.649 -0.75 -0.46 -1.06
N 3.675 -5.117 0.688 0.70 0.18 0.89
P 4.325 -6.317 1.610 -1.36 -0.83 -0.59
C 6.017 -6.809 0.975 0.44 0.46 0.52
C 4.800 -5.680 3.304 0.83 -0.09 -0.24
H 5.026 -1.180 0.312 0.34 0.03 -0.11
H 3.499 -0.729 -0.420 -0.06 0.20 -0.14
H 4.560 -1.875 -1.268 0.17 0.01 -0.20
H 2.599 -2.973 -0.053 -0.07 -0.29 -0.10
H 3.910 -1.795 2.125 -0.40 -0.31 -0.01
H 5.014 -3.669 1.560 0.28 0.08 0.02
H 5.133 -3.895 -0.212 0.31 0.06 0.12
H 5.951 -7.237 -0.018 -0.21 0.03 -0.25
H 6.382 -7.593 1.637 0.05 -0.19 0.13
H 6.781 -6.024 0.976 0.03 0.16 -0.11
H 4.994 -4.609 3.369 -0.16 0.16 0.04
H 5.726 -6.178 3.599 0.15 -0.08 0.08
H 4.054 -5.987 4.022 -0.38 0.16 0.12
O -0.520 -2.517 -0.647 -0.13 -0.07 -0.09
S -1.067 -2.288 0.657 0.22 0.24 0.26
O -2.177 -3.070 1.117 0.00 -0.06 -0.13
O -1.460 -0.735 0.752 0.04 0.03 0.17
C -2.294 -0.190 -0.288 -0.32 0.22 -0.35
C -3.755 -0.557 -0.129 -0.02 -0.24 0.08
C 0.207 -2.265 1.865 -0.28 -0.06 -0.01
H -1.910 -0.488 -1.265 0.06 -0.09 0.06
H -2.180 0.891 -0.212 0.08 -0.01 0.07
H -3.920 -1.623 -0.280 0.06 -0.01 0.01
H -4.357 -0.012 -0.856 0.07 0.11 0.03
H -4.102 -0.308 0.875 -0.05 0.06 -0.02
H 1.016 -1.634 1.519 0.09 -0.03 -0.01
H 0.564 -3.286 1.990 0.06 -0.01 -0.11
H -0.213 -1.893 2.797 -0.05 -0.02 -0.01
O -4.095 2.902 -0.158 -0.20 -0.13 -0.11
S -4.686 3.211 1.106 0.27 0.29 0.30
O -5.830 2.492 1.576 -0.03 -0.11 -0.15
O -5.000 4.776 1.153 0.08 -0.10 0.12
C -5.781 5.326 0.076 -0.34 0.19 -0.40
C -7.257 4.999 0.199 0.01 -0.20 0.08
C -3.444 3.192 2.353 0.03 0.05 0.01
H -5.376 4.990 -0.880 0.08 -0.10 0.08
H -5.630 6.402 0.133 0.14 -0.03 0.15
H -7.439 3.933 0.068 0.01 0.00 -0.01
H -7.823 5.537 -0.561 0.05 0.06 0.00
H -7.630 5.278 1.184 0.00 0.06 -0.01
H -2.593 3.771 2.007 0.00 0.00 -0.02
H -3.163 2.152 2.505 -0.03 -0.02 -0.05
H -3.860 3.608 3.267 -0.02 -0.01 0.00
O -1.249 2.103 -2.637 -0.16 0.24 0.00
S 0.005 2.611 -2.170 0.49 -0.42 0.03
O 0.078 3.879 -1.509 -0.22 0.05 0.00
O 1.035 2.604 -3.391 0.02 -0.03 0.16
C 0.630 3.259 -4.605 -0.14 0.27 -0.42
C 0.716 4.770 -4.510 -0.06 0.04 0.20
C 0.812 1.395 -1.184 0.01 -0.01 -0.07
H -0.374 2.933 -4.882 -0.01 -0.05 0.13
H 1.313 2.893 -5.369 0.08 -0.13 0.13
H -0.014 5.165 -3.805 -0.01 -0.01 -0.01
H 0.524 5.217 -5.486 0.03 -0.06 -0.04
H 1.704 5.076 -4.167 0.03 -0.01 -0.05
H 0.786 0.441 -1.706 -0.02 -0.02 0.01
H 0.265 1.326 -0.246 -0.04 0.00 -0.01
H 1.834 1.715 -1.002 0.00 0.02 -0.01
```
Forces are in eV/Å.

These are the Mulliken partial charges, in e, on atoms 1 to 6: C -1.433; C 0.686; O -0.623; C -0.517; N -0.536; P -0.068